{"formula": "C3H7BrS", "method": "ωB97M-V/def2-TZVPD", "total_charge": 0, "gap_ha": 0.3528, "e_lumo_ev": 0.731, "spin_multiplicity": 1, "symbols": ["C", "C", "C", "S", "Br", "H", "H", "H", "H", "H", "H", "H"], "coordinates": [[-0.447, -1.846, -0.635], [0.591, 2.106, 0.119], [-0.429, -0.456, -0.059], [0.917, 0.532, -0.716], [-2.179, 0.403, -0.233], [-0.579, -1.800, -1.716], [0.497, -2.344, -0.421], [-1.262, -2.427, -0.206], [-0.165, 2.663, -0.435], [1.526, 2.660, 0.138], [0.254, 1.902, 1.134], [-0.208, -0.577, 1.338]], "forces_ev_per_angstrom": [[0.0, 0.0, -0.1], [0.0, -0.3, -0.3], [0.9, -0.1, 4.5], [-0.3, 0.0, 0.1], [0.1, -0.1, 0.0], [0.0, 0.0, -0.1], [0.1, 0.0, 0.0], [0.0, 0.0, 0.0], [0.1, 0.0, 0.2], [0.0, 0.0, 0.0], [0.0, 0.1, 0.0], [-0.9, 0.5, -4.3]]}

---

{"formula": "C5H11FN2", "method": "ωB97M-V/def2-TZVPD", "total_charge": 0, "gap_ha": 0.3032, "e_lumo_ev": 0.946, "spin_multiplicity": 1, "symbols": ["C", "C", "C", "C", "C", "N", "N", "F", "H", "H", "H", "H", "H", "H", "H", "H", "H", "H", "H"], "coordinates": [[-0.706, 0.259, -1.845], [-1.835, -0.650, 0.409], [2.088, 0.271, 0.199], [-0.605, -0.553, -0.492], [0.754, 0.530, 0.873], [0.327, 0.322, -2.627], [0.456, -0.056, 2.055], [0.102, 1.760, 0.699], [-1.699, 0.776, -1.998], [-2.055, -1.652, 0.883], [-2.003, 0.134, 1.212], [-2.571, -0.509, -0.372], [2.729, 0.995, 0.737], [2.471, -0.789, 0.446], [2.045, 0.440, -0.808], [-0.070, -1.451, -0.553], [0.262, 0.971, -3.372], [-0.364, 0.197, 2.493], [0.673, -0.996, 2.060]], "forces_ev_per_angstrom": [[1.0, -1.1, 1.5], [-0.5, -0.2, -0.4], [0.1, -0.3, 4.5], [0.8, 3.3, 0.6], [-3.3, -1.6, -4.3], [-1.1, -0.8, 2.3], [2.2, 1.9, 0.0], [1.8, -1.0, 0.9], [1.0, -0.2, 0.0], [0.5, 1.0, -0.6], [0.4, -0.6, -1.0], [-1.2, 0.1, 0.4], [0.5, -0.3, -0.6], [-0.8, 1.7, -0.4], [-0.1, 0.4, -2.6], [0.9, -1.2, -0.4], [-0.6, 0.7, -1.0], [-2.0, 0.5, 0.8], [0.5, -2.1, 0.3]]}

---

{"formula": "C6H10O", "method": "ωB97M-V/def2-TZVPD", "total_charge": 1, "gap_ha": [0.2725, 0.2269], "e_lumo_ev": [-6.173, -7.415], "spin_multiplicity": 2, "symbols": ["C", "C", "C", "C", "C", "C", "H", "H", "H", "H", "H", "H", "H", "H", "H", "H", "O"], "coordinates": [[-1.075, 1.190, -1.188], [-1.506, 2.215, -1.939], [-1.333, 1.874, 1.184], [-0.589, 1.228, 0.185], [0.590, 0.459, 0.523], [1.258, 0.498, 1.694], [-0.598, 0.342, -1.689], [-1.484, 3.243, -1.592], [-2.066, 2.070, -2.860], [-0.830, 2.431, 1.969], [-2.375, 1.674, 1.383], [0.997, -0.194, -0.244], [1.992, -0.264, 1.940], [0.928, 1.106, 2.537], [2.263, -6.359, -0.580], [1.113, -5.415, -0.716], [2.006, -5.459, -0.362]], "forces_ev_per_angstrom": [[1.9, -0.5, 0.2], [-1.3, 0.3, 0.7], [0.5, 0.1, 0.8], [0.0, 0.4, -0.6], [0.5, 0.3, -0.2], [-1.1, -0.6, 0.7], [-1.1, -0.4, -0.3], [-0.3, -0.1, 0.3], [0.9, -0.2, -0.4], [0.1, -0.2, 0.1], [-0.3, 0.3, -0.7], [-0.3, 0.0, -0.1], [0.4, 0.4, -0.3], [0.2, 0.1, -0.3], [0.3, -0.1, 0.1], [-0.1, 0.1, 0.0], [-0.2, -0.1, -0.1]]}

---

{"formula": "C20H21NO4", "method": "ωB97M-V/def2-TZVPD", "total_charge": 0, "gap_ha": 0.3122, "e_lumo_ev": -0.482, "spin_multiplicity": 1, "symbols": ["C", "H", "H", "C", "C", "O", "C", "C", "C", "C", "C", "C", "H", "H", "H", "H", "H", "H", "O", "C", "O", "C", "H", "H", "C", "H", "H", "C", "C", "O", "N", "C", "C", "C", "C", "C", "C", "H", "H", "H", "H", "H", "H", "H", "H", "H"], "coordinates": [[1.012, 1.641, 2.437], [1.709, 2.112, 3.120], [1.174, 0.654, 2.458], [1.552, 2.018, 0.951], [2.884, 1.216, 0.602], [3.807, 1.868, 1.183], [2.812, -0.059, 0.261], [1.799, -0.789, -0.079], [1.898, -2.008, -0.684], [3.191, -2.438, -1.189], [4.176, -1.329, -1.110], [4.008, -0.214, -0.592], [4.968, 0.192, -0.548], [5.195, -1.720, -1.546], [3.234, -3.363, -1.805], [1.038, -2.740, -0.491], [0.915, -0.718, 0.555], [1.590, 3.086, 1.030], [0.691, 1.790, -0.128], [-0.123, 2.692, -0.573], [-0.082, 3.811, -0.522], [-1.052, 2.127, -1.639], [-0.544, 2.505, -2.691], [-0.866, 1.000, -1.579], [-2.413, 2.603, -1.924], [-2.432, 3.498, -1.994], [-2.979, 1.645, -2.388], [-2.931, 2.466, -0.290], [-2.574, 1.048, 0.628], [-2.058, 1.130, 1.727], [-2.572, 0.030, -0.234], [-2.133, -1.375, 0.032], [-2.163, -2.317, -0.779], [-1.739, -3.752, -0.551], [-1.168, -3.969, 0.701], [-1.001, -2.700, 1.688], [-1.496, -1.625, 1.221], [-1.458, -0.838, 2.405], [-0.609, -3.068, 2.626], [-0.874, -4.764, 1.003], [-1.716, -4.474, -1.120], [-2.783, -2.071, -1.521], [-3.084, -0.068, -1.078], [-4.110, 2.149, -0.263], [-2.772, 3.234, 0.258], [0.079, 1.886, 2.433]], "forces_ev_per_angstrom": [[6.1, 1.2, -3.3], [-0.3, 0.3, 0.1], [0.0, -4.0, 0.8], [0.5, 0.0, 0.6], [-1.3, 10.2, 8.3], [-0.5, -2.4, -2.4], [6.0, -0.5, -5.3], [-4.4, -2.5, 2.6], [1.8, -4.1, -1.1], [-2.9, 3.2, 0.3], [2.0, -12.1, -6.0], [-1.2, 3.1, 4.7], [0.7, 2.5, 0.7], [-1.8, 1.4, 0.7], [0.6, 0.7, 0.9], [1.3, 1.1, -1.0], [-0.3, 0.6, -0.6], [1.4, 0.6, -0.3], [-0.7, -2.7, 0.9], [-2.6, -6.3, -4.0], [1.0, 9.8, 2.5], [4.2, -2.2, -4.4], [-0.1, -1.3, 2.4], [-0.9, 1.5, -0.6], [-1.7, -14.9, 7.2], [-1.1, 11.1, -2.6], [1.0, 3.5, 0.0], [-5.3, -8.6, -3.5], [2.1, 4.5, -2.1], [-1.2, -0.2, -0.5], [0.2, -5.4, 0.5], [1.1, 7.1, 5.2], [0.3, -8.0, -3.4], [1.0, 9.5, 8.7], [-3.6, 13.1, -3.1], [0.5, -9.3, -2.9], [0.2, 6.3, 7.7], [-0.4, -1.5, -4.6], [0.0, 1.1, 0.3], [3.6, -10.0, 3.5], [-0.6, -6.8, -6.5], [-1.9, 0.1, -4.1], [-0.7, 1.4, -0.6], [2.2, 1.7, -0.3], [1.2, 5.2, 3.6], [-5.7, 1.6, 0.7]]}

---

Going through the records in order, we get ΔE to the lowest compared entry with this formula, charge and spin values of 108.0; 298.2; 276.8; 1687.6 kJ/mol.
Going through the records in order, we get total energy values of -3090.6663; -406.3697; -309.4398; -1129.8862 Eh.